1.
Here is C46H65F5N2OsP3SSi as an isolated structure at a distorted geometry from OMol25. Energies are from ωB97M-V with the def2-TZVPD basis set.

Atoms and positions in Å:
Os -0.2126 0.3484 0.1281
C -0.7633 5.5296 -0.7637
C -0.5767 4.0425 -1.0602
C -1.9427 3.4341 -1.3866
P 0.2045 2.9392 0.2546
C -0.0867 3.7057 1.9420
C 0.4942 5.0864 2.2252
C -1.5711 3.5991 2.2911
C 2.0161 3.0352 0.0074
C 2.6034 4.2636 -0.2816
C 3.9689 4.3704 -0.4793
C 4.7683 3.2448 -0.3911
C 4.1940 2.0175 -0.1131
C 2.8220 1.8843 0.0833
Si 2.1991 0.0714 0.2810
C 2.6896 -0.8896 1.8632
C 3.9971 -1.2352 2.1832
C 4.2684 -2.0496 3.2729
C 3.2333 -2.5687 4.0308
C 1.9245 -2.2145 3.7468
C 1.6545 -1.3521 2.6904
P 0.0803 -0.4693 2.5152
C 0.3976 0.7847 3.8956
C 0.3269 0.1948 5.3000
C 1.7799 1.4094 3.6979
C -1.2487 -1.5313 3.2674
C -1.4506 -2.7670 2.3983
C -2.5164 -0.6847 3.4532
C 2.6644 -1.0077 -1.2271
C 3.8658 -1.7076 -1.2443
C 4.2321 -2.4719 -2.3374
C 3.3936 -2.5432 -3.4380
C 2.1969 -1.8458 -3.4407
C 1.8199 -1.0826 -2.3410
P 0.3013 -0.0681 -2.3683
C 0.8960 1.0993 -3.7177
C -0.1383 2.0413 -4.3243
C 2.1108 1.8850 -3.2384
C -0.8994 -1.1370 -3.3218
C -0.9863 -2.4598 -2.5690
C -2.2721 -0.4898 -3.4896
H -1.1744 6.0024 -1.6554
H 0.1644 6.0434 -0.5293
H -1.4759 5.6929 0.0415
H 0.0867 3.9421 -1.9274
H -2.6371 3.6443 -0.5762
H -1.8781 2.3465 -1.5106
H -2.3485 3.8754 -2.2947
H 0.4568 3.0140 2.5851
H -0.0583 5.8877 1.7497
H 1.5376 5.1428 1.9245
H 0.4521 5.2578 3.3003
H -2.1631 4.3539 1.7818
H -1.7145 3.7400 3.3606
H -1.9526 2.6097 2.0171
H 1.9945 5.1496 -0.3667
H 4.4028 5.3313 -0.7034
H 5.8318 3.3181 -0.5461
H 4.8222 1.1428 -0.0567
H 4.8234 -0.8548 1.6039
H 5.2895 -2.2893 3.5225
H 3.4439 -3.2262 4.8600
H 1.1318 -2.6235 4.3551
H -0.3847 1.5453 3.8072
H 1.0103 -0.6402 5.4172
H -0.6722 -0.1147 5.5856
H 0.6371 0.9594 6.0072
H 2.5502 0.7225 4.0382
H 1.8737 2.3184 4.2864
H 1.9890 1.6470 2.6544
H -0.8982 -1.8595 4.2480
H -1.5318 -2.4962 1.3449
H -2.3389 -3.3189 2.6984
H -0.5965 -3.4346 2.4916
H -2.5087 0.1968 2.8041
H -2.5940 -0.3211 4.4746
H -3.4064 -1.2790 3.2551
H 4.5234 -1.6701 -0.3929
H 5.1588 -3.0237 -2.3245
H 3.6718 -3.1397 -4.2940
H 1.5664 -1.9123 -4.3154
H 1.2299 0.4004 -4.4955
H -0.7367 2.5354 -3.5674
H -0.7981 1.5299 -5.0169
H 0.3819 2.8075 -4.8954
H 1.8249 2.6205 -2.4896
H 2.5575 2.4019 -4.0861
H 2.8688 1.2346 -2.8043
H -0.4840 -1.3034 -4.3201
H -1.1317 -2.2764 -1.5007
H -0.0619 -3.0210 -2.6826
H -1.8033 -3.0740 -2.9377
H -2.6226 -0.1000 -2.5394
H -2.9785 -1.2307 -3.8648
H -2.2548 0.3274 -4.2038
N -6.0502 -0.8274 -0.3720
C -5.1257 -1.8791 0.1283
C -3.7172 -1.5875 -0.3894
N -3.2204 -0.2776 0.0270
C -4.1675 0.7732 -0.3450
C -5.6115 0.5087 0.1129
H -7.0150 -1.0175 -0.0715
H -6.0403 -0.8328 -1.4022
H -5.4491 -2.8597 -0.2203
H -5.1495 -1.8669 1.2208
H -3.7131 -1.6333 -1.4805
H -3.0522 -2.3685 -0.0235
H -3.1396 -0.2878 1.0433
H -4.1580 0.9028 -1.4316
H -3.8341 1.7138 0.0950
H -6.2722 1.2872 -0.2744
H -5.6902 0.5160 1.2018
F 0.3291 -7.9707 -3.2166
C 0.4921 -6.9278 -2.4296
C 1.7726 -6.4212 -2.1777
F 2.8364 -6.9684 -2.7395
C 1.9212 -5.3201 -1.3454
F 3.1366 -4.8506 -1.0759
C 0.8177 -4.6574 -0.7857
S 1.0416 -3.2560 0.1836
C -0.4534 -5.1854 -1.0567
F -1.5320 -4.5669 -0.5445
C -0.6221 -6.3074 -1.8496
F -1.8425 -6.7692 -2.0924

Results
**LUMO level (spin up / spin down)**: -7.7852 / -9.2551 eV
**Energy above the lowest of the compared OMol25 structures with the same formula, charge and spin**: 7.6 kcal per mole
**Spin multiplicity**: 5
**Total charge**: +3

=====

2.
Here is C5H9EuO3 as an isolated structure at a distorted geometry from OMol25. Energies are from ωB97M-V with the def2-TZVPD basis set.

Atoms and positions in Å:
O 1.0356 -0.2759 -0.5285
Eu 3.2954 1.1775 -1.7411
O 1.3840 1.8932 -0.4258
C 0.5012 0.9713 -0.2449
C 0.1645 -1.3952 -0.7211
C 0.9967 -2.6386 -0.9195
H -0.4784 -1.4895 0.1651
H -0.4764 -1.2011 -1.5939
H 1.5628 -2.8833 -0.0111
H 0.3325 -3.4798 -1.1577
H 1.7007 -2.5093 -1.7526
O -0.0857 0.9304 1.0240
C -1.2847 1.6261 0.9610
C -1.7770 2.1085 2.1527
H -0.6519 1.5132 -0.6769
H -1.4829 1.6551 3.1006
H -2.7010 2.6852 2.1463
H -2.0353 1.3121 0.2234

Results
**LUMO level (spin up / spin down)**: 0.0524 / -0.1129 eV
**Energy above the lowest of the compared OMol25 structures with the same formula, charge and spin**: 0.0 kcal per mole
**Spin multiplicity**: 9

=====

Question: The highest energy above the lowest of the compared OMol25 structures with the same formula, charge and spin belongs to which entry?
Answer: C46H65F5N2OsP3SSi

=====

Question: Which of these has the highest spin multiplicity?
Answer: C5H9EuO3